1.
21
Properties=species:S:1:pos:R:3:mulliken_charge:R:1 method="wB97M-V/def2-TZVPD" multiplicity=1 e_homo_ha=-0.092 orbital_gap_ev=6.3 e_tot_ev=-10417.8632 charge=-1
N -1.3054 -1.6245 -1.2852 -0.694
C -0.5713 -0.6083 -0.6133 0.203
C -1.1519 0.6089 -0.2452 -0.229
C -2.5947 0.6291 0.2707 -0.540
O -2.7835 -0.4301 1.0734 -0.865
C 0.9284 -0.6866 -0.6775 -0.454
N 1.5283 0.4331 -0.0916 -0.470
C 2.8874 0.1314 0.2271 -1.039
H -1.9277 -2.0794 -0.6179 0.382
H -1.9631 -1.1510 -1.9013 0.330
H -0.6455 -0.1399 0.6389 0.102
H -0.5317 1.4866 -0.4139 0.537
H 1.2916 1.8132 2.2461 -0.059
H -3.2769 0.6331 -0.6186 0.201
H -2.7046 1.6262 0.7452 0.245
H 1.1853 -1.6764 -0.2331 0.212
H 1.1280 -0.8563 -1.7574 0.255
H 0.5585 1.7517 2.3568 0.033
H 3.3953 0.9778 0.7043 0.307
H 3.5385 -0.0595 -0.6552 0.239
H 3.0150 -0.7790 0.8478 0.303

***

2.
36
Properties=species:S:1:pos:R:3:nbo_charge:R:1 method="wB97M-V/def2-TZVPD" multiplicity=1 e_homo_ha=-0.351 orbital_gap_ev=10.0 smiles="CC[C@@H](C=O)NC.O.O.O.O.O.O" e_tot_ev=-21380.0372
C 1.4502 -2.0622 -0.4756 -0.621
C 0.7529 -0.8782 0.2318 -0.375
C -0.5018 -0.2612 -0.4651 -0.196
C -1.1790 -1.2462 -1.3404 0.462
O -0.8636 -1.4791 -2.4885 -0.549
N -1.3966 0.2554 0.5818 -0.649
C -2.4176 1.1585 0.0330 -0.435
H 2.4266 -2.3883 -0.1133 0.221
H 1.4941 -1.8982 -1.5551 0.211
H 0.7964 -2.9273 -0.3767 0.207
H 1.4969 -0.0916 0.3816 0.230
H 0.5094 -1.2302 1.2276 0.178
H -0.0142 0.5739 -0.9814 0.217
H -2.0014 -1.8073 -0.8817 0.131
H -0.8289 0.8047 1.2193 0.393
H -3.4125 0.7077 0.1937 0.187
H -2.3145 1.3766 -1.0326 0.194
H -2.4624 2.0372 0.6859 0.214
O 0.3358 2.5923 -2.4904 -0.982
H 0.8580 1.8070 -2.6984 0.499
H -0.1668 2.8014 -3.2710 0.484
O 0.2153 1.6335 3.1241 -0.962
H 0.9686 1.1425 2.7966 0.487
H 0.2964 1.5945 4.0760 0.478
O 0.9826 -0.1210 -3.9717 -1.014
H 1.7573 -0.6008 -4.2684 0.484
H 0.4069 -0.5189 -3.2890 0.503
O -1.7771 -2.3287 2.1740 -0.944
H -1.4523 -1.4431 2.3455 0.473
H -2.5631 -2.1559 1.6600 0.470
O 1.6318 2.6495 0.0498 -0.948
H 0.7585 2.7007 -0.3648 0.480
H 2.1079 3.0648 -0.6863 0.471
O 1.3214 -0.8429 3.5867 -0.940
H 2.1030 -1.4005 3.4218 0.475
H 0.6822 -1.2188 2.9614 0.468

***

3.
77
Properties=species:S:1:pos:R:3:nbo_charge:R:1 method="wB97M-V/def2-TZVPD" multiplicity=1 e_homo_ha=-0.289 orbital_gap_ev=7.3 smiles="CCCN(CCC)S(=O)(=O)c1ccc(C(=O)OCCN2C(=O)c3cccc4c(N5CCOCC5)ccc(c34)C2=O)cc1" e_tot_ev=-62354.9078
C -2.1779 -3.8744 -1.8805 -0.611
C -3.5249 -3.2130 -2.1391 -0.402
C -3.5870 -1.7892 -1.5828 -0.221
N -3.3873 -1.7532 -0.1492 -0.691
C -4.5122 -2.0476 0.7156 -0.220
C -5.5754 -0.9479 0.7447 -0.416
C -6.6580 -1.2567 1.7707 -0.604
S -2.3865 -0.5225 0.3591 2.315
O -2.6142 0.6985 -0.3752 -0.962
O -2.4506 -0.4476 1.7885 -0.945
C -0.7819 -1.1579 -0.1135 -0.220
C -0.0678 -0.5432 -1.1242 -0.221
C 1.2046 -0.9948 -1.4159 -0.163
C 1.7482 -2.0547 -0.6921 -0.158
C 3.1921 -2.3468 -0.9047 0.790
O 3.8616 -1.7754 -1.7311 -0.593
O 3.6701 -3.2458 -0.0368 -0.509
C 5.0722 -3.1995 0.2119 -0.091
C 5.3159 -2.2621 1.4088 -0.253
N 4.5815 -1.0248 1.1982 -0.481
C 5.1362 -0.1166 0.3044 0.693
O 6.2731 -0.2667 -0.0919 -0.588
C 4.2634 0.9840 -0.1242 -0.181
C 4.6860 1.8192 -1.1384 -0.109
C 3.8285 2.8003 -1.6306 -0.238
C 2.5915 2.9929 -1.0635 -0.169
C 2.1538 2.2144 0.0243 -0.054
C 0.8786 2.3985 0.6555 0.237
N 0.1170 3.4979 0.3307 -0.446
C -1.3154 3.4959 0.5618 -0.258
C -1.9490 4.4868 -0.4207 -0.070
O -1.4199 5.7872 -0.2849 -0.521
C -0.0274 5.7825 -0.4828 -0.072
C 0.6540 4.8367 0.5081 -0.246
C 0.4316 1.4323 1.5502 -0.304
C 1.2398 0.3710 1.9232 -0.086
C 2.5196 0.2283 1.4131 -0.239
C 2.9843 1.1451 0.4487 0.087
C 3.3296 -0.9212 1.8005 0.692
O 2.9498 -1.7734 2.5822 -0.606
C 1.0053 -2.6880 0.3015 -0.152
C -0.2678 -2.2312 0.5896 -0.223
H -2.1645 -4.8797 -2.2944 0.214
H -1.9879 -3.9342 -0.8124 0.211
H -1.3742 -3.3013 -2.3378 0.204
H -4.3174 -3.8130 -1.6892 0.196
H -3.7134 -3.1634 -3.2130 0.209
H -4.5401 -1.3227 -1.8582 0.197
H -2.7860 -1.1905 -2.0206 0.214
H -4.9470 -2.9996 0.4008 0.203
H -4.0951 -2.1653 1.7174 0.227
H -6.0295 -0.8412 -0.2429 0.196
H -5.0797 -0.0071 0.9920 0.212
H -7.4084 -0.4704 1.7796 0.215
H -7.1495 -2.1989 1.5365 0.200
H -6.2256 -1.3314 2.7653 0.207
H -0.5056 0.2974 -1.6395 0.243
H 1.8097 -0.5224 -2.1750 0.248
H 5.5884 -2.8214 -0.6761 0.223
H 5.3947 -4.2151 0.4410 0.202
H 4.9333 -2.7110 2.3267 0.244
H 6.3802 -2.0390 1.4910 0.238
H 5.6667 1.6668 -1.5619 0.240
H 4.1360 3.4050 -2.4704 0.219
H 1.9239 3.7262 -1.4878 0.217
H -1.7275 2.5057 0.3658 0.253
H -1.5554 3.8026 1.5901 0.178
H -3.0198 4.5709 -0.2345 0.198
H -1.7881 4.1235 -1.4464 0.165
H 0.3096 6.8095 -0.3315 0.197
H 0.2037 5.4718 -1.5140 0.160
H 1.7347 4.8435 0.3791 0.221
H 0.4225 5.1862 1.5271 0.187
H -0.5467 1.5129 1.9945 0.237
H 0.8878 -0.3463 2.6485 0.243
H 1.4431 -3.4978 0.8621 0.249
H -0.8582 -2.6677 1.3790 0.239

***

4.
8
Properties=species:S:1:pos:R:3:nbo_charge:R:1 method="wB97M-V/def2-TZVPD" multiplicity=1 e_homo_ha=-0.382 orbital_gap_ev=10.0 smiles=COP(F)Cl e_tot_ev=-27662.7477
C -0.5070 0.8479 -0.1025 -0.252
O 0.8300 0.5477 0.2587 -0.838
P 1.4870 -0.8287 0.3824 1.606
F 1.2504 -1.4306 -1.0971 -0.591
Cl -0.5566 -2.0935 1.0005 -0.543
H -0.7093 0.2206 -0.9330 0.210
H -0.5921 1.8500 -0.3395 0.193
H -1.2023 0.8867 0.8304 0.216